ORCA calculation (ωB97M-V/def2-TZVPD) on a 14-piece molecular cluster, C60H110BrCl2F6N20P overall in a non-equilibrium geometry.

Computed properties:
E_HOMO (alpha / beta): -11.58 / -15.47 eV
Lowest unoccupied orbital energy (alpha / beta): -8.445 / -8.450 eV

The geometry in ORCA input format:
```
! RIJCOSX wB97M-V def2-TZVPD def2/J DEFGRID3
* xyz 5 2
C 8.516 -4.985 -2.245
C 7.206 -5.779 -1.910
N 6.281 -4.957 -1.270
C 5.517 -5.326 -0.242
C 4.729 -4.308 0.146
N 4.986 -3.257 -0.719
C 5.876 -3.655 -1.638
C 4.453 -1.896 -0.537
H 8.292 -4.095 -2.832
H 9.150 -5.511 -2.959
H 9.233 -4.746 -1.459
H 7.543 -6.553 -1.221
H 6.649 -6.305 -2.685
H 5.681 -6.277 0.244
H 4.042 -4.170 0.968
H 6.308 -3.126 -2.474
H 4.360 -1.728 0.536
H 3.468 -1.889 -1.004
H 5.119 -1.160 -0.988
C 2.348 5.121 7.242
C 2.989 4.452 6.075
N 3.062 3.066 6.156
C 3.259 2.319 7.295
C 3.208 0.922 6.985
N 2.904 0.903 5.632
C 2.773 2.176 5.149
C 2.759 -0.395 4.890
H 1.956 4.399 7.959
H 1.437 5.626 6.921
H 2.910 5.920 7.726
H 4.006 4.840 6.141
H 2.487 4.813 5.178
H 3.491 2.801 8.233
H 3.228 0.009 7.561
H 2.540 2.535 4.158
H 2.643 -0.233 3.819
H 1.811 -0.853 5.173
H 3.641 -1.008 5.074
C -10.074 0.517 -4.725
C -10.375 1.653 -3.751
N -9.139 2.211 -3.322
C -8.173 2.882 -4.063
C -7.161 3.320 -3.152
N -7.557 2.913 -1.862
C -8.720 2.226 -2.015
C -6.812 2.895 -0.633
H -9.565 -0.253 -4.145
H -9.421 0.857 -5.529
H -11.021 0.141 -5.113
H -10.885 1.297 -2.856
H -10.948 2.449 -4.229
H -8.307 2.962 -5.131
H -6.175 3.749 -3.248
H -9.300 1.835 -1.192
H -6.534 3.916 -0.370
H -5.967 2.214 -0.728
H -7.311 2.461 0.234
C 7.238 0.359 8.026
C 8.274 0.360 6.895
N 7.762 0.830 5.574
C 8.541 0.889 4.473
C 7.853 1.522 3.467
N 6.659 1.989 3.977
C 6.656 1.678 5.344
C 5.585 2.767 3.316
H 7.595 -0.249 8.857
H 6.272 -0.044 7.722
H 6.992 1.313 8.494
H 8.518 -0.700 6.834
H 9.175 0.941 7.098
H 9.556 0.519 4.487
H 8.188 1.552 2.441
H 5.849 1.946 6.009
H 4.834 2.094 2.902
H 6.050 3.288 2.479
H 5.168 3.591 3.895
C -2.209 -3.573 -2.662
C -1.451 -4.254 -3.846
N -0.149 -3.683 -4.086
C 0.943 -3.550 -3.206
C 1.993 -2.869 -3.825
N 1.508 -2.422 -5.003
C 0.217 -2.900 -5.187
C 2.162 -1.624 -6.091
H -2.259 -2.512 -2.908
H -1.722 -3.774 -1.708
H -3.218 -3.986 -2.647
H -2.154 -4.154 -4.673
H -1.299 -5.328 -3.738
H 0.823 -3.974 -2.220
H 2.973 -2.542 -3.508
H -0.325 -2.668 -6.092
H 3.222 -1.521 -5.859
H 1.659 -0.678 -6.288
H 2.296 -2.248 -6.975
C -5.651 -8.241 0.443
C -4.619 -7.593 -0.613
N -3.866 -6.461 -0.104
C -2.690 -6.644 0.621
C -2.287 -5.380 1.074
N -3.284 -4.464 0.624
C -4.308 -5.129 -0.093
C -3.272 -3.129 0.935
H -5.091 -8.458 1.352
H -6.072 -9.222 0.220
H -6.364 -7.488 0.778
H -5.181 -7.230 -1.474
H -3.827 -8.218 -1.026
H -2.284 -7.643 0.679
H -1.439 -4.983 1.611
H -5.318 -4.836 -0.339
H -3.297 -3.061 2.023
H -4.115 -2.684 0.407
H -2.350 -2.598 0.697
C 1.919 1.529 0.875
C 1.241 0.126 1.100
N 0.189 -0.164 0.114
C 0.339 -0.574 -1.182
C -0.885 -0.407 -1.787
N -1.820 -0.076 -0.870
C -1.135 0.076 0.331
C -3.316 0.064 -0.993
H 1.240 2.268 1.300
H 2.243 1.665 -0.157
H 2.901 1.574 1.346
H 0.756 0.013 2.069
H 2.052 -0.602 1.082
H 1.288 -0.904 -1.579
H -1.062 -0.435 -2.852
H -1.620 0.251 1.280
H -3.848 0.327 -0.079
H -3.743 -0.889 -1.305
H -3.484 0.753 -1.820
C -4.822 -0.120 2.806
C -5.874 -1.136 3.120
N -7.174 -0.514 3.156
C -7.789 0.161 4.146
C -8.979 0.601 3.759
N -9.176 0.176 2.411
C -7.987 -0.350 2.042
C -10.378 0.450 1.513
H -4.290 0.127 3.725
H -5.250 0.812 2.436
H -4.086 -0.511 2.105
H -5.602 -1.699 4.013
H -5.920 -1.692 2.184
H -7.321 0.162 5.119
H -9.744 1.145 4.292
H -7.762 -0.614 1.019
H -11.189 -0.251 1.713
H -10.077 0.408 0.466
H -10.729 1.440 1.804
C 5.242 2.887 -0.542
C 6.478 2.545 -1.406
N 6.662 3.512 -2.503
C 5.690 3.910 -3.375
C 6.293 4.881 -4.230
N 7.569 5.135 -3.780
C 7.828 4.200 -2.781
C 8.487 6.094 -4.306
H 5.409 3.770 0.074
H 4.986 2.140 0.209
H 4.309 3.121 -1.055
H 6.336 1.540 -1.804
H 7.429 2.515 -0.874
H 4.694 3.503 -3.465
H 5.891 5.379 -5.100
H 8.730 4.052 -2.206
H 9.283 6.153 -3.564
H 7.955 7.036 -4.438
H 8.835 5.802 -5.297
C 0.280 5.998 -1.390
C -0.106 4.603 -0.870
N -0.326 3.681 -1.997
C -1.579 3.373 -2.598
C -1.349 2.699 -3.782
N -0.015 2.581 -3.926
C 0.604 3.121 -2.810
C 0.691 1.810 -5.021
H 0.680 6.649 -0.612
H -0.584 6.445 -1.879
H 1.093 5.962 -2.115
H -0.946 4.696 -0.182
H 0.736 4.275 -0.259
H -2.499 3.732 -2.162
H -2.018 2.305 -4.532
H 1.653 3.370 -2.758
H 0.431 2.144 -6.026
H 0.416 0.757 -4.958
H 1.764 1.792 -4.826
Cl -1.329 -0.872 4.013
Cl 3.390 0.537 -3.022
P -6.799 -1.669 -1.395
F -7.630 -2.315 -2.623
F -7.388 -2.672 -0.354
F -5.575 -2.669 -1.802
F -5.947 -1.031 -0.190
F -6.159 -0.587 -2.445
F -8.076 -0.556 -1.153
Br -2.498 -0.382 -5.420
*
```

These are the Löwdin partial charges, in e, on atoms 1 to 99: C -0.0348; C -0.1604; N -0.0674; C -0.0208; C -0.0016; N -0.0896; C 0.0595; C -0.0049; H 0.0593; H 0.0895; H 0.0922; H 0.1370; H 0.1460; H 0.1569; H 0.1392; H 0.1618; H 0.0935; H 0.0538; H 0.0772; C -0.0575; C -0.2205; N -0.0642; C 0.0157; C 0.0347; N -0.0775; C 0.0029; C 0.0257; H 0.0835; H 0.0869; H 0.1002; H 0.1363; H 0.1379; H 0.1411; H 0.1416; H 0.1452; H 0.0661; H 0.0812; H 0.0979; C -0.0331; C -0.1747; N -0.0570; C 0.0505; C 0.0431; N -0.0856; C -0.0001; C -0.0033; H 0.0824; H 0.0811; H 0.0960; H 0.1317; H 0.1424; H 0.1409; H 0.1241; H 0.1392; H 0.1084; H 0.0883; H 0.0934; C -0.0890; C -0.1601; N -0.1065; C -0.0896; C -0.0933; N -0.1579; C -0.0949; C -0.0376; H 0.0828; H 0.0552; H 0.0715; H 0.1172; H 0.1251; H 0.1271; H 0.0925; H 0.0687; H 0.0474; H 0.0709; H 0.0755; C -0.0560; C -0.1591; N -0.0249; C -0.0180; C -0.0559; N -0.0738; C 0.0333; C 0.0291; H 0.0335; H 0.0549; H 0.0742; H 0.1357; H 0.1301; H 0.1208; H 0.0937; H 0.1313; H 0.0898; H 0.0892; H 0.1062; C -0.0186; C -0.1476; N -0.0841; C 0.0218